C3H8O | ωB97M-V with the def2-TZVPD basis set

Last columns: bonded neighbours and bond lengths (Å).
Geometry (Å):
1 C 1.25991 -0.48963 0.06338  C2 1.580, H5 1.120, H6 1.187, H7 1.129
2 C 0.00570 0.33985 -0.42156  C1 1.580, C3 1.589, O4 1.444, H8 1.155
3 C -1.37952 -0.24969 0.08660  C2 1.589, H9 1.184, H10 1.166, H11 1.109
4 O 0.29719 1.68670 0.00833  C2 1.444, H12 1.034
5 H 1.22059 -0.78234 1.14362  C1 1.120
6 H 1.20167 -1.53906 -0.48904  C1 1.187
7 H 2.25995 -0.00796 -0.14363  C1 1.129
8 H 0.06184 0.39409 -1.57388  C2 1.155
9 H -1.15086 -0.69936 1.15751  C3 1.184
10 H -2.08702 0.65040 -0.13503  C3 1.166
11 H -1.54173 -1.07765 -0.63373  C3 1.109
12 H -0.14773 1.77466 0.93745  O4 1.034

Computed properties:
2S+1: 1
HOMO level, eV: -9.98
Max |F|, eV Å⁻¹: 3.4
Net charge: 0
SMILES string: CC(C)O
Energy above the lowest of the compared OMol25 structures with the same formula, charge and spin, eV: 1.113
Energy, eV: -5287.0371